# 1
C25H45BCuFN4O6S3 as an isolated structure at a distorted geometry. Source: OMol25; level of theory: wB97M-V/def2-TZVPD.

Each line ends with the Löwdin charge.
CARTESIAN COORDINATES (ANGSTROEM)
H 4.289 4.014 10.240  -0.13
C 7.983 14.808 14.447  -0.20
H 7.667 12.869 12.481  0.01
O 12.091 7.186 8.223  0.20
N 8.212 13.438 14.548  0.02
H 13.858 10.439 7.293  0.04
C 7.600 12.353 11.496  -0.24
H 8.786 15.505 14.695  0.09
C 8.668 8.882 15.268  -0.10
F 9.387 6.076 11.160  0.10
C 11.601 7.041 9.274  -0.53
H 10.552 16.868 9.373  0.05
H 7.885 10.287 9.620  0.04
C 11.395 16.463 9.897  -0.25
O 12.195 14.131 10.844  -0.61
S 10.947 14.828 10.427  0.88
H 9.546 9.719 9.621  0.06
H 15.412 18.154 11.402  0.09
H 9.103 13.047 14.191  0.14
C 8.112 8.034 14.221  -0.10
C 7.671 9.169 16.093  -0.16
H 13.498 9.476 8.701  0.00
H 14.416 13.214 7.992  0.07
H 11.873 7.826 12.030  0.12
C 16.049 15.174 12.607  -0.16
N 14.694 15.187 12.476  -0.01
C 16.172 9.021 11.736  -0.14
C 14.399 8.954 13.044  -0.19
H 14.102 14.407 12.691  -0.02
H 12.313 16.487 9.315  0.07
H 17.600 16.634 12.089  0.10
C 16.540 16.365 12.142  -0.09
C 11.043 7.691 11.334  -0.09
C 10.710 6.284 11.144  -0.37
C 5.966 13.825 14.235  -0.08
H 7.685 13.034 10.687  0.05
C 14.483 7.749 12.442  -0.12
C 14.407 12.885 9.049  -0.25
C 6.805 7.789 14.533  -0.12
H 10.768 15.624 12.731  0.07
H 5.141 9.294 8.264  -0.19
H 11.501 17.091 10.798  0.05
H 9.446 15.705 17.881  -0.26
H 13.962 6.882 12.784  0.09
H 9.686 9.202 15.183  0.09
H 11.203 5.630 11.851  0.17
H 16.964 9.501 11.169  0.11
H 16.041 7.036 10.952  0.09
H 7.634 9.581 17.049  0.10
H 15.091 10.166 8.575  0.08
H 15.586 15.044 16.448  -0.06
H 8.625 7.641 13.404  0.04
H 6.241 16.097 14.447  0.10
H 6.880 11.799 14.128  0.10
H 6.017 7.296 13.987  0.11
Cu 12.330 12.341 12.274  0.13
H 9.733 14.340 12.343  -0.01
O 11.396 8.136 10.049  0.06
H 13.812 9.218 13.935  0.13
O 13.417 11.261 10.886  -0.59
H 5.690 8.426 16.143  0.14
H 9.174 11.378 9.132  0.06
N 15.390 9.728 12.612  0.01
O 10.294 11.941 11.757  -0.62
O 11.246 5.892 9.926  0.17
H 6.692 11.713 11.380  0.09
C 14.273 16.359 11.973  -0.15
H 15.548 10.705 12.858  0.15
H 13.250 16.601 11.916  0.07
C 6.978 12.851 14.325  -0.20
S 13.121 11.648 9.440  0.91
S 8.952 11.183 11.572  0.89
H 16.579 14.299 12.970  0.11
C 10.076 15.280 11.984  -0.21
C 14.004 10.351 8.340  -0.18
N 6.536 8.558 15.641  0.01
C 8.902 10.620 9.851  -0.23
C 15.390 17.126 11.754  -0.10
C 15.635 7.784 11.601  -0.09
H 4.884 13.602 14.224  0.10
H 9.245 15.881 11.727  0.06
B 13.450 12.973 14.067  0.27
C 6.646 15.087 14.370  -0.09
H 14.215 13.739 9.761  0.04
H 15.375 12.444 9.367  0.06
H 10.121 8.115 11.773  0.13

Calculated values
HOMO energy in eV: -5.587
Molecular weight in g mol⁻¹: 687.21
Lowest unoccupied orbital energy in eV: -4.51
Spin multiplicity: 1
ΔE to the lowest compared entry with this formula, charge and spin in kJ/mol: 107.1
Frontier orbital gap in eV: 1.082

# 2
C25H45HoNP2 as an isolated structure at a distorted geometry. Source: OMol25; level of theory: wB97M-V/def2-TZVPD.

Each line ends with the Mulliken spin population.
CARTESIAN COORDINATES (ANGSTROEM)
H 1.899 -2.308 -5.038  0.00
N 1.228 -0.553 2.854  0.00
H 0.674 3.388 2.242  0.00
H -2.884 -1.826 -2.002  0.00
H 0.675 1.794 -5.443  0.00
C -1.851 3.106 0.029  0.00
C -0.045 -1.715 -4.462  0.00
C 0.542 1.305 -3.345  0.00
C -1.878 0.876 1.371  -0.01
Ho -0.140 0.056 -0.408  4.06
H 3.104 -0.756 -4.039  0.00
C 1.303 -1.387 -5.045  0.00
C 2.163 -0.286 -4.362  0.00
P 1.813 1.955 0.613  0.00
H 1.431 1.961 3.010  0.00
H 2.457 0.410 -5.167  0.00
H 2.341 -2.866 -2.116  0.00
H 0.228 1.991 -2.542  -0.01
H -1.170 3.504 0.795  0.00
C 2.593 -2.815 -1.052  0.00
H -0.717 2.447 -4.612  0.00
C -3.144 -1.792 -0.938  0.00
H 2.445 3.342 2.495  0.00
H -0.616 -3.365 -1.660  0.00
H -0.563 0.253 -6.327  0.00
H -0.877 0.900 3.255  0.00
C 2.094 3.412 -0.450  0.00
H 2.330 -2.840 1.974  0.00
H -3.005 0.214 -2.857  0.00
C 0.861 -0.417 1.732  -0.02
H 2.783 4.106 0.055  0.00
C 1.502 -3.388 1.511  0.00
H -1.538 -1.349 2.943  0.00
H -2.797 -2.721 -0.464  0.00
C -1.088 -0.889 -4.593  0.00
H -2.099 -1.176 -4.292  0.00
H -1.973 0.831 -5.450  0.00
H 3.474 0.470 1.568  0.00
P 1.058 -2.569 -0.079  0.00
H 1.135 3.918 -0.638  0.00
H 2.525 3.088 -1.405  0.00
C -2.182 -1.590 2.090  0.00
C -1.683 1.427 2.735  0.00
C -2.554 -0.594 -0.284  0.01
H -4.242 -1.786 -0.866  0.00
C 3.511 1.321 0.879  0.00
H -0.753 -4.189 -0.085  0.00
H 0.565 -4.639 -1.218  0.00
C -2.017 1.628 0.161  0.00
C 1.559 2.740 2.251  0.00
H -3.198 -1.769 2.477  0.00
H -2.593 1.327 3.349  0.00
H -0.140 -2.707 -4.012  0.00
H 1.200 -1.099 -6.101  0.00
H 4.126 2.119 1.317  0.00
C -0.051 -3.812 -0.836  0.00
C -0.089 1.546 -4.686  0.00
H -1.439 2.493 2.698  0.00
H 1.792 -4.439 1.353  0.00
C -0.963 0.424 -5.316  0.00
H 0.646 -3.337 2.197  0.00
H 3.275 -1.969 -0.880  0.00
H -3.925 1.561 -2.184  0.00
H 3.950 1.001 -0.075  0.00
C -2.477 0.724 -0.859  0.00
H -1.451 3.371 -0.961  0.00
C -2.933 1.098 -2.215  0.00
H 3.084 -3.747 -0.742  0.00
H -1.828 -2.536 1.657  0.00
C -2.154 -0.493 1.087  -0.02
H -2.246 1.812 -2.690  0.00
H 2.144 0.386 -2.255  0.00
H -2.810 3.636 0.142  0.00
C 1.580 0.459 -3.196  0.00

Calculated values
Net charge: +1
HOMO energy (spin up / spin down) in eV: -11.006 / -11.012
Molecular weight in g mol⁻¹: 586.52
Lowest unoccupied orbital energy (spin up / spin down) in eV: -2.72 / -2.59
Spin multiplicity: 5
Frontier orbital gap (spin up / spin down) in eV: 8.289 / 8.418

# 3
A 9-piece molecular cluster, C25H45N5O7S3 overall at a distorted geometry. Source: OMol25; level of theory: wB97M-V/def2-TZVPD.

Each line ends with the Mulliken spin population.
CARTESIAN COORDINATES (ANGSTROEM)
H -0.182 2.031 -0.318  0.00
H 2.234 3.147 -1.832  0.00
C -2.844 4.268 -3.359  0.01
H 4.282 3.572 -0.505  0.00
H 4.580 1.488 4.980  0.00
O -2.926 -5.379 2.155  0.00
H 3.670 0.126 4.583  0.00
H -0.216 -3.689 2.492  0.00
C -3.940 -1.554 1.751  0.20
H 0.995 -2.549 -3.220  0.00
H 5.153 0.373 3.655  0.00
H -5.232 1.313 -0.198  0.00
C -4.702 -2.098 0.482  0.02
C 3.406 -2.535 0.030  0.00
C 4.370 5.621 -1.117  0.00
H -1.569 1.988 -4.176  0.00
S 3.320 6.660 -2.265  0.00
H -1.633 -4.510 -0.271  0.00
H 0.562 0.914 0.984  0.00
C 0.403 -4.515 2.140  0.00
C -0.224 -5.813 2.614  0.00
C 1.066 1.449 4.870  0.00
C 2.938 3.914 -2.153  0.00
H -1.203 2.268 -2.480  0.00
O -1.808 -7.629 1.221  0.00
C -3.108 2.788 -3.037  0.00
C -1.938 1.838 -3.161  0.00
S -3.446 0.215 1.263  0.02
H 1.469 -4.337 2.283  0.00
O -4.155 2.402 -2.596  0.02
H -0.351 -5.996 3.680  0.00
H 0.400 -3.938 -4.071  0.00
H 3.641 3.308 -2.726  0.00
H -2.267 4.575 -2.487  0.00
C 3.423 -2.567 1.455  0.00
C -1.021 -5.318 0.131  0.00
C -5.625 -0.939 0.013  0.00
H 1.288 5.183 -2.457  0.00
N 0.708 -1.011 -1.101  0.00
C 0.288 -4.618 0.598  0.00
C 0.119 -2.939 -3.739  0.00
H -5.911 -1.273 -0.984  0.02
N -2.102 -3.031 -2.401  0.00
H -3.976 -2.508 -0.219  0.00
C 2.324 5.145 -2.795  0.00
C 0.182 0.804 3.913  0.00
H 1.124 -5.229 0.256  0.00
N 3.034 2.089 2.188  0.00
H 2.734 4.460 -0.214  0.00
H -2.268 4.462 -4.264  0.00
H -0.054 1.604 3.212  0.00
C 0.698 0.043 -0.632  0.00
H -4.216 0.200 -1.105  0.02
H 0.760 0.033 3.404  0.00
S -1.773 -6.202 1.529  0.00
H -3.721 4.915 -3.344  0.00
C -4.746 0.338 -0.163  0.13
H -6.515 -0.795 0.626  0.00
H 0.004 -2.327 -4.633  0.00
O 2.308 7.374 -1.458  0.00
H -2.280 0.848 -2.859  0.00
H -1.001 -6.037 -0.688  0.00
H 0.477 -6.607 2.359  0.00
H -0.779 0.453 4.289  0.00
H 2.767 -3.321 -0.372  0.00
N 3.442 -2.742 2.583  0.00
C 3.613 1.552 3.037  0.00
H -4.740 -1.389 2.473  0.01
N 1.739 2.032 5.559  0.00
C -1.119 -3.006 -3.001  0.00
H 4.517 6.206 -0.208  0.00
H 4.394 -2.736 -0.385  0.00
H 1.569 1.839 -0.136  0.00
H -5.319 -2.934 0.813  0.02
H 5.274 5.406 -1.687  0.00
O -3.893 0.950 2.443  0.34
O -2.043 0.270 0.746  0.18
C 0.607 1.342 -0.017  0.00
H 0.595 -3.659 0.180  0.00
O 4.042 7.265 -3.373  0.00
H 2.391 5.077 -3.881  0.00
H 3.148 -1.562 -0.388  0.00
C 4.306 0.879 4.119  0.00
C 3.593 4.333 -0.873  0.00
H -3.114 -2.068 2.243  0.00

Calculated values
Net charge: +1
HOMO energy (spin up / spin down) in eV: -11.850 / -11.850
Molecular weight in g mol⁻¹: 623.86
Lowest unoccupied orbital energy (spin up / spin down) in eV: -2.96 / -9.33
Spin multiplicity: 2
Frontier orbital gap (spin up / spin down) in eV: 8.890 / 2.522